Record 1
C24H30CuN6O7S | the ωB97M-V functional and the def2-TZVPD basis

XYZ file:
```
69
Properties=species:S:1:pos:R:3:forces:R:3
Cu -1.42371 0.72292 -1.91668 -0.1 0.4 -0.1
O -3.79366 3.70857 -3.02330 0.0 0.0 0.0
C -2.99275 3.02134 -2.41425 -0.1 -0.1 0.0
O -2.97040 1.72769 -2.41809 0.1 0.2 0.1
C -1.97702 3.72594 -1.50083 0.0 0.0 0.0
C -1.89705 3.10403 -0.09197 0.1 0.0 0.0
C -1.41809 4.15889 0.90359 0.0 0.0 0.0
C 0.06710 4.31700 0.48935 0.0 0.0 0.0
C 0.18862 3.26989 -0.62259 -0.1 0.0 0.0
O -0.71937 2.23415 -0.17856 0.0 0.2 0.0
C -0.47148 3.74391 -1.92634 0.0 -0.1 0.0
C 0.06225 2.85852 -3.06778 0.0 -0.2 0.0
O 0.75832 3.38296 -3.91980 0.0 0.0 0.0
O -0.11668 1.56906 -2.98680 0.0 0.2 0.0
H -2.33663 4.75013 -1.43299 0.0 0.1 0.0
H -2.75423 2.51346 0.21082 0.0 0.0 0.0
H -1.51411 3.79609 1.92727 0.0 0.0 0.0
H -1.98919 5.08089 0.81233 0.0 0.0 0.0
H 0.73736 4.07616 1.31585 0.0 0.0 0.0
H 0.31707 5.31509 0.12900 0.0 0.0 0.0
H 1.18919 2.86764 -0.76302 0.0 0.0 0.0
H -0.15291 4.74924 -2.18747 0.0 0.1 0.0
N 0.94537 -1.93063 5.02726 0.1 0.0 -0.1
C -0.03375 -1.65138 4.06695 0.0 0.0 0.0
C -0.87447 -2.65743 3.59323 0.0 0.0 0.0
C -1.81223 -2.38514 2.60557 0.1 0.0 -0.1
C -1.89547 -1.11027 2.07152 0.0 0.0 0.1
C -1.05953 -0.09615 2.53153 -0.1 0.0 0.0
C -0.13877 -0.36488 3.52711 0.1 0.0 0.0
S -3.05254 -0.72962 0.78743 0.1 0.1 -0.1
O -3.53816 0.58868 1.07359 0.1 0.1 0.0
O -3.97442 -1.81906 0.67624 0.0 0.0 0.1
N -2.08696 -0.60743 -0.51476 -0.1 -0.5 -0.3
C -1.73887 -1.69659 -1.25449 0.1 -0.1 0.2
N -1.88293 -2.97884 -0.89018 0.0 0.1 0.0
C -1.56264 -3.88105 -1.81037 0.0 0.0 0.0
C -1.06636 -3.56417 -3.06725 0.0 -0.1 0.0
C -0.84263 -2.21792 -3.30716 0.2 0.1 0.0
N -1.13235 -1.30204 -2.40249 -0.3 -0.2 0.0
H 0.75896 -2.74653 5.58880 0.0 0.0 0.0
H 1.20478 -1.14303 5.60031 0.0 0.0 0.0
H -0.80058 -3.65472 4.01381 0.0 0.0 0.0
H -2.47246 -3.15449 2.22433 0.0 0.0 0.0
H -1.14214 0.89626 2.10043 0.0 0.0 0.0
H 0.50165 0.42544 3.90716 0.0 0.0 0.0
H -1.69941 -4.91868 -1.51896 0.0 0.0 0.0
H -0.85002 -4.32079 -3.80664 0.0 0.0 0.0
H -0.39403 -1.85840 -4.22702 0.0 0.0 0.0
C 2.13573 -1.81981 1.20254 -0.1 0.0 0.0
C 1.04110 -1.73357 0.11486 0.1 0.0 0.0
N 1.56114 -1.05502 -1.06753 0.0 -0.1 0.1
C 2.07951 0.25764 -0.70698 0.0 -0.2 0.0
C 3.33840 0.08065 0.18010 0.0 0.1 0.0
N 3.42113 -1.37599 0.55543 0.0 0.0 0.0
C 3.69509 -2.20905 -0.66687 -0.1 0.0 0.0
C 2.59074 -1.86174 -1.69878 0.0 0.1 0.1
H 2.28950 -2.82757 1.58498 0.0 0.0 0.0
H 1.94437 -1.15263 2.04044 0.0 0.0 0.0
H 0.18563 -1.18308 0.49851 0.0 0.0 0.0
H 0.69410 -2.72699 -0.16706 0.0 0.0 0.0
H 1.29547 0.79799 -0.17693 0.0 0.0 0.0
H 2.31534 0.81451 -1.61321 0.0 0.0 0.0
H 3.29519 0.65530 1.10369 0.0 0.0 0.0
H 4.26241 0.32128 -0.34341 0.0 0.0 0.0
H 4.18096 -1.50227 1.21780 0.0 0.0 0.0
H 3.66765 -3.25024 -0.35094 0.0 0.0 0.0
H 4.69811 -1.96794 -1.01370 0.0 0.0 0.0
H 2.14649 -2.77509 -2.09289 0.0 0.0 0.0
H 3.00928 -1.30112 -2.53378 0.0 0.0 0.0
```
Positions in Å, forces in eV/Å.

## Properties
Energy ... -104122.3503 eV
Expectation value of S² ... 0.753
2S+1 ... 2
Kohn-Sham gap (spin up / spin down) ... 6.80 / 6.79 eV
HOMO (spin up / spin down) ... -7.898 / -7.893 eV
LUMO energy (spin up / spin down) ... -1.101 / -1.101 eV

These are the Löwdin partial charges, in e, on atoms 1 to 2: 0.662, 0.057

=====

Record 2
C23H17FN4O6Pd | the ωB97M-V functional and the def2-TZVPD basis

XYZ file:
```
52
Properties=species:S:1:pos:R:3:forces:R:3
Pd -1.11341 0.72965 -0.10167 0.0 0.0 0.0
C -2.39372 -2.78063 -0.24880 0.0 0.1 -0.1
O -1.49473 -1.80779 -0.77106 0.0 -0.1 -0.1
C -0.31724 -2.20917 -1.27345 0.0 -0.1 0.0
C -0.02143 -3.53295 -1.56423 0.0 0.0 0.0
C 1.20194 -3.87228 -2.12286 0.0 0.0 0.0
C 2.15202 -2.89149 -2.39707 0.0 0.0 0.0
C 1.88564 -1.57567 -2.10175 0.0 0.0 0.0
C 0.65341 -1.19361 -1.52505 -0.1 0.1 0.0
N 0.38614 0.10349 -1.20510 0.1 -0.2 0.0
N 1.38222 0.98228 -1.49894 -0.2 0.0 0.1
C 1.04346 2.21843 -1.81126 0.2 0.1 -0.1
C -0.30535 2.75134 -1.87540 -0.1 0.0 -0.1
O -1.35157 2.06894 -1.54433 0.1 0.0 0.2
C -0.50382 4.09458 -2.31741 0.0 -0.1 0.0
C 0.52943 4.90180 -2.64168 0.1 0.0 0.0
C 1.89037 4.44246 -2.53573 -0.1 0.1 0.0
C 2.96207 5.29438 -2.83335 0.0 0.0 0.0
C 4.26285 4.85699 -2.72179 0.0 0.0 0.0
C 4.52107 3.54707 -2.31052 0.0 0.0 0.0
C 3.47980 2.69312 -2.02087 0.0 0.0 0.0
C 2.14997 3.12540 -2.12261 0.0 -0.1 0.0
H -1.88618 -3.41683 0.47821 0.0 0.0 0.0
H -2.81649 -3.38800 -1.05125 0.0 0.0 0.0
H -3.18031 -2.22492 0.25153 0.0 0.0 0.0
H -0.75380 -4.30086 -1.36589 0.0 0.0 0.0
H 1.41150 -4.91027 -2.34457 0.0 0.0 0.0
H 3.10531 -3.16242 -2.82937 0.0 0.0 0.0
H 2.61749 -0.80509 -2.28271 0.0 0.0 0.0
H -1.53008 4.43334 -2.36732 0.0 0.0 0.0
H 0.35223 5.91786 -2.97142 0.0 0.0 0.0
H 2.75109 6.30835 -3.15121 0.0 0.0 0.0
H 5.08157 5.52600 -2.95233 0.0 0.0 0.0
H 5.54198 3.19930 -2.22182 0.0 0.0 0.0
H 3.67338 1.67773 -1.70626 0.0 0.0 0.0
F 0.17743 -2.46400 6.07385 0.0 0.0 0.0
C -0.85320 -2.42645 5.22728 0.0 -0.1 0.0
C -1.37056 -1.27057 4.81285 0.0 0.0 0.0
N -2.45045 -1.21754 3.95440 0.0 0.0 0.0
C -2.86296 0.04219 3.36903 0.0 0.0 0.1
C -2.19172 0.28927 2.03794 0.0 0.0 -0.1
O -2.59362 1.23124 1.30438 0.0 0.0 0.1
O -1.22427 -0.43774 1.67449 0.0 0.1 0.0
C -2.97922 -2.36212 3.39470 0.1 0.0 0.0
O -3.84211 -2.33874 2.54183 -0.1 0.0 0.1
N -2.44726 -3.53867 3.88108 0.0 0.0 0.0
C -1.38685 -3.70689 4.77132 0.0 0.0 0.1
O -0.99264 -4.79956 5.09580 0.0 0.0 0.0
H -0.96585 -0.32376 5.14086 0.0 0.0 0.0
H -2.59496 0.85110 4.04854 0.0 0.0 0.0
H -3.94073 0.05670 3.22879 0.0 0.0 0.0
H -2.84786 -4.38496 3.50216 0.0 0.0 0.0
```
Positions in Å, forces in eV/Å.

## Properties
Energy ... -48568.5535 eV
Expectation value of S² ... 2.050
2S+1 ... 3
Kohn-Sham gap (spin up / spin down) ... 6.69 / 6.25 eV
HOMO (spin up / spin down) ... -6.774 / -8.598 eV
LUMO energy (spin up / spin down) ... -0.081 / -2.345 eV

These are the Löwdin partial charges, in e, on atoms 1 to 2: 1.098, -0.048

=====

Record 3
C42H48BrF49N2O7 | the ωB97M-V functional and the def2-TZVPD basis

XYZ file:
```
149
Properties=species:S:1:pos:R:3:forces:R:3
H 0.00520 -4.46285 -1.95025 -0.1 0.0 0.1
N -0.53817 -4.61077 -1.09632 0.1 0.4 0.3
C -0.29358 -3.69481 -0.23920 -0.1 -0.2 -0.5
C -0.96912 -3.78720 1.10667 0.2 -0.6 0.1
C 0.71559 -2.57957 -0.46713 0.1 -0.1 0.1
C 0.18998 -1.14507 -0.62853 0.0 0.0 -0.1
O -0.67389 -0.86065 0.46531 0.0 0.0 0.0
C -0.72762 0.49652 0.85119 0.0 0.0 0.0
C -1.75193 0.61698 1.96988 -0.1 0.3 0.0
C -1.26185 0.28575 3.37137 0.1 0.2 -0.1
F -2.16061 1.98211 1.95310 0.1 -0.1 0.0
C -0.45162 -0.76931 -1.99527 -0.1 -0.2 0.2
N 0.57940 -0.51031 -3.02270 -0.1 0.0 0.0
Br 1.24186 -2.04624 -3.91089 0.1 0.0 0.0
C -1.60027 -1.63589 -2.54686 -0.2 0.1 0.1
C -2.11380 -1.03034 -3.86315 0.0 0.1 0.1
C -2.76669 -1.77991 -1.54330 0.0 0.1 -0.2
C -3.55056 -0.49557 -1.23126 0.0 -0.2 0.2
H -0.63152 -3.02501 1.80203 -0.2 0.1 -0.1
H -0.69972 -4.76879 1.52439 -0.2 0.2 -0.1
H -2.05848 -3.77384 1.00414 0.2 0.1 0.1
H 1.32079 -2.83328 -1.34242 -0.1 0.1 0.1
H 1.39157 -2.57373 0.40114 -0.1 0.0 -0.1
H 1.07559 -0.48977 -0.53502 -0.1 -0.1 0.0
H -1.04132 1.14386 0.02325 0.0 -0.1 0.1
H 0.25725 0.85211 1.19884 -0.1 -0.1 -0.1
H -2.64068 0.03494 1.70564 0.1 0.1 0.0
H -1.71809 0.99447 4.07060 0.0 -0.2 -0.1
H -0.17534 0.39516 3.45180 -0.2 -0.1 0.0
H -1.54334 -0.72665 3.66970 0.1 0.1 -0.1
H -0.90613 0.22184 -1.84066 0.3 0.0 -0.1
H 1.41343 -0.13399 -2.57525 -0.1 0.0 -0.1
H -1.23910 -2.65041 -2.75007 0.0 0.2 0.1
H -1.43194 -1.21518 -4.69876 -0.1 0.1 0.2
H -3.09457 -1.44934 -4.11279 0.2 0.0 0.0
H -2.23481 0.05576 -3.75865 0.0 -0.2 -0.1
H -3.46079 -2.50843 -1.98458 0.1 0.1 0.2
H -2.41038 -2.20928 -0.60826 0.0 0.0 -0.1
H -4.07948 -0.62586 -0.28038 0.0 0.1 -0.2
H -2.91104 0.38548 -1.12055 -0.1 -0.1 -0.1
H -4.30746 -0.28477 -1.99203 0.2 0.1 0.0
F -6.33324 4.14944 3.31874 0.0 0.1 0.1
C -5.42993 5.09462 2.98693 0.0 0.0 0.0
F -5.84672 6.27923 3.48708 0.0 0.0 0.1
C -5.32056 5.21949 1.46520 -0.1 0.1 0.0
F -6.48869 5.66173 0.95901 0.1 0.0 0.0
F -4.37570 6.19273 1.27001 0.0 0.0 0.0
C -4.81398 4.00160 0.69053 0.5 -0.2 -0.2
O -5.79196 3.18079 0.08711 -0.4 0.2 0.1
C -6.37270 2.12796 0.72293 0.0 -0.1 0.0
F -5.86492 1.89791 1.94612 0.1 0.1 0.0
F -6.14936 1.01164 -0.01688 0.1 0.0 0.0
C -7.89865 2.29245 0.78237 0.0 0.0 0.0
F -8.22071 3.41787 1.44950 0.0 -0.1 0.0
F -8.41934 1.23436 1.44447 0.0 0.0 0.0
H -4.45879 4.84492 3.42203 0.0 0.0 0.0
H -4.26309 4.42158 -0.14793 0.0 0.0 0.0
H -4.10703 3.42276 1.28656 -0.1 0.0 0.1
H -8.30603 2.33104 -0.22951 0.0 0.0 0.0
F 1.24159 4.16489 -3.51321 0.0 0.0 0.0
C 2.51915 4.55274 -3.32855 0.1 0.0 0.1
F 3.31980 3.47808 -3.51501 -0.1 0.0 0.0
C 2.73428 5.07077 -1.90080 -0.1 -0.1 0.0
F 2.57791 4.05963 -1.02060 0.0 0.0 0.0
F 4.04701 5.45162 -1.87482 0.0 0.0 0.0
C 1.93401 6.30121 -1.45670 0.1 0.5 0.1
O 0.77788 6.06093 -0.67395 0.0 -0.5 0.0
C -0.46006 5.87908 -1.21399 0.0 0.2 0.1
F -0.48462 6.06815 -2.54541 0.0 0.0 0.0
F -1.29189 6.79277 -0.65737 0.0 0.1 -0.1
C -1.03951 4.50794 -0.83738 0.0 0.0 0.0
F -0.24507 3.52634 -1.30550 0.0 -0.1 0.0
F -2.25919 4.37162 -1.41514 0.1 0.0 0.0
H 2.77528 5.32228 -4.06066 0.0 0.0 0.0
H 2.60356 6.83299 -0.78294 0.0 0.0 0.0
H 1.72832 6.96470 -2.29798 0.0 -0.1 -0.1
H -1.13498 4.42161 0.24542 0.0 0.0 0.0
F -2.56433 -9.85067 1.68893 0.0 0.1 0.0
C -1.90466 -10.80879 1.00998 0.0 0.0 -0.1
F -0.84413 -11.20314 1.74953 0.0 0.0 0.0
C -1.38949 -10.27326 -0.33087 0.0 0.1 0.1
F -0.46370 -9.31926 -0.12112 -0.1 0.0 0.0
F -0.76651 -11.35176 -0.90215 0.0 0.0 0.0
C -2.42803 -9.81311 -1.36112 -0.2 -0.1 -0.4
O -2.67050 -8.42549 -1.45900 0.3 0.1 0.4
C -3.65066 -7.79354 -0.74756 -0.1 0.0 -0.2
F -4.39328 -8.64890 -0.01709 0.1 0.0 0.0
F -4.48310 -7.20005 -1.63746 -0.1 -0.1 0.0
C -3.08849 -6.66140 0.12092 0.1 0.2 0.0
F -2.19083 -7.15234 1.00242 0.0 -0.1 0.0
F -4.11127 -6.11007 0.82225 0.0 0.0 0.0
H -2.56478 -11.66545 0.85194 0.0 0.0 0.0
H -1.98354 -10.07458 -2.32061 0.0 0.0 0.0
H -3.35232 -10.38403 -1.25961 0.0 0.0 0.1
H -2.60612 -5.89827 -0.49485 0.0 -0.1 0.0
F 6.61322 -0.84084 -8.65935 0.0 0.0 0.1
C 6.17612 -1.36844 -9.81936 -0.1 0.0 0.0
F 6.21167 -0.40713 -10.76759 0.0 0.0 0.0
C 4.73168 -1.86309 -9.68222 0.0 0.1 0.0
F 3.90699 -0.82295 -9.45859 0.0 -0.1 0.0
F 4.43730 -2.38224 -10.91468 0.0 0.0 0.0
C 4.45952 -2.99875 -8.68856 -0.1 -0.5 0.0
O 3.94112 -2.63875 -7.42381 0.0 0.6 -0.1
C 4.73617 -2.38806 -6.34193 0.0 -0.2 0.1
F 6.04120 -2.59636 -6.59514 0.0 0.0 -0.1
F 4.37397 -3.25550 -5.36240 0.1 -0.1 0.0
C 4.49108 -0.98538 -5.76456 0.0 -0.1 0.0
F 4.75852 -0.04576 -6.69134 0.0 0.0 0.0
F 5.32492 -0.80359 -4.71359 0.0 0.0 0.0
H 6.83434 -2.18786 -10.11947 0.0 0.0 0.0
H 3.65785 -3.57205 -9.15225 0.0 0.0 0.0
H 5.32697 -3.65479 -8.60228 0.1 0.1 0.0
H 3.45622 -0.90640 -5.43187 0.0 0.1 0.0
F 5.07428 6.43535 2.26208 -0.1 0.0 0.0
C 5.58348 6.41677 3.51053 0.0 0.0 0.1
F 5.13726 5.30758 4.13738 0.0 0.0 0.0
C 5.11941 7.64374 4.30486 -0.1 -0.1 0.0
F 3.78557 7.59710 4.48617 0.1 0.0 0.0
F 5.72047 7.50046 5.52535 0.0 0.0 0.0
C 5.55071 9.02627 3.80005 0.3 0.3 0.1
O 4.60408 9.76101 3.04641 -0.4 -0.4 -0.1
C 4.53301 9.69474 1.68603 0.1 0.2 0.0
F 5.49616 8.92495 1.14824 0.0 0.0 0.1
F 4.70060 10.94906 1.20123 0.1 0.0 0.0
C 3.14130 9.25087 1.20777 0.0 0.0 0.1
F 2.83914 8.03286 1.69622 0.0 0.0 0.0
F 3.16202 9.16415 -0.14527 0.0 0.1 0.0
H 6.67467 6.38301 3.45913 0.0 0.0 0.0
H 5.68230 9.61397 4.70735 0.0 0.0 0.0
H 6.51757 8.97318 3.29792 -0.1 -0.1 0.0
H 2.38434 9.97136 1.52069 0.0 0.0 0.0
F 1.43000 -1.87207 7.52226 0.0 0.0 0.1
C 1.46735 -1.76489 6.18154 0.0 0.0 -0.1
F 1.19581 -0.48296 5.84538 0.0 0.0 0.0
C 0.41226 -2.66713 5.53252 -0.1 0.0 0.1
F -0.82281 -2.24667 5.86733 0.0 0.0 0.0
F 0.57695 -2.45649 4.18687 0.0 0.0 0.0
C 0.54231 -4.18271 5.72624 0.2 -0.4 -0.2
O -0.27010 -4.77286 6.71952 -0.2 0.5 0.2
C 0.14713 -4.94594 8.00894 0.0 -0.2 0.0
F 1.42103 -4.55674 8.19978 0.0 0.0 -0.1
F 0.08311 -6.27064 8.28483 0.1 0.0 0.0
C -0.79908 -4.26689 9.01294 0.0 0.0 -0.1
F -0.86421 -2.94311 8.77441 0.0 0.0 0.0
F -0.31071 -4.45714 10.25875 0.0 0.0 0.0
H 2.46607 -2.02217 5.81958 0.0 0.0 0.0
H 0.17309 -4.60575 4.79226 0.0 0.0 0.0
H 1.58916 -4.47293 5.82809 0.0 0.1 0.1
H -1.79571 -4.70500 8.93662 0.0 0.0 0.0
```
Positions in Å, forces in eV/Å.

## Properties
Energy ... -264844.3117 eV
Kohn-Sham gap ... 9.60 eV
HOMO ... -9.353 eV
SMILES ... [H]/N=C(/C)C[C@H](OC[C@@H](C)F)[C@@H](NBr)[C@H](C)CC.FC(F)C(F)(F)COC(F)(F)C(F)F.FC(F)C(F)(F)COC(F)(F)C(F)F.FC(F)C(F)(F)COC(F)(F)C(F)F.FC(F)C(F)(F)COC(F)(F)C(F)F.FC(F)C(F)(F)COC(F)(F)C(F)F.FC(F)C(F)(F)COC(F)(F)C(F)F
LUMO energy ... 0.250 eV

These are the Löwdin partial charges, in e, on atoms 1 to 2: 0.045, 0.153